Record 1
Computed, not measured: 3 unconnected molecules or ions with the total composition C26H45BrClFI3O8PS3 in a non-equilibrium geometry, with wB97M-V/def2-TZVPD.

```
89
Properties=species:S:1:pos:R:3:forces:R:3:lowdin_charge:R:1
C 4.71759 -2.16353 2.42153 -1.0 0.3 0.1 0.06
C 3.65468 -1.87156 2.96232 -0.2 -0.5 -1.4 -0.13
C 2.19093 -1.57287 3.36775 0.8 0.5 1.2 -0.15
C 1.44750 -0.43957 2.47576 0.6 -1.5 0.0 -0.37
C 2.39992 0.83317 2.18167 -1.3 0.6 1.0 -0.60
I 3.72161 0.68147 0.46469 -0.8 -0.1 -0.3 0.98
C 3.26415 1.35649 3.41023 0.4 1.1 0.9 -0.30
C 4.76824 1.78647 3.15372 0.6 0.3 1.3 -0.23
C 0.75343 -1.02803 1.13661 -0.1 1.9 -1.1 -0.29
C 1.49251 -2.25568 0.48349 1.0 -0.7 -0.2 -0.20
C 1.36106 -3.70608 1.09351 0.3 -1.6 -0.2 -0.21
C 0.74842 -4.81416 0.07943 1.8 -0.1 0.3 -0.18
C 1.91628 -5.58128 -0.73429 -1.2 0.3 -0.9 -0.16
C 2.90752 -4.58480 -1.47349 -0.6 -1.2 1.3 -0.20
O 3.62025 -5.38904 -2.47625 -0.2 2.8 -0.6 -0.06
C 3.91419 -4.50601 -3.55199 -0.3 -0.7 -1.2 -0.45
C 4.58927 -3.09546 -3.23824 -0.4 -0.7 0.5 0.00
O 3.60137 -4.87070 -4.67042 1.0 0.9 1.9 0.10
C -0.85069 -1.03818 1.06524 0.0 -0.9 -0.3 -0.58
Cl -1.55974 -2.49939 2.00444 0.6 0.6 -0.3 0.79
C -1.30827 -1.45144 -0.43361 -0.8 -0.9 0.6 -0.72
I -0.35831 -0.48658 -2.11452 3.1 0.6 1.4 0.81
C -2.88456 -1.45160 -0.71778 -0.5 -1.0 -1.4 -0.70
C -3.60426 -2.89380 -0.53889 0.6 0.5 0.9 -0.20
I -3.14423 -1.13295 -2.91324 -2.9 -0.5 0.0 0.75
C -1.59363 0.23908 1.66447 -2.3 0.1 0.8 -0.52
C -3.06648 -0.00080 2.24675 -2.0 1.0 0.9 -0.30
C -3.98063 1.31875 2.29850 -0.6 -1.0 0.8 -0.06
F -3.05574 -0.38695 3.64601 0.7 0.1 -2.0 -0.07
P -1.45033 1.72009 0.41014 1.1 0.5 -1.6 0.67
O -2.83627 1.82955 -0.54954 0.8 0.2 1.4 -0.39
Br -1.32220 3.69198 1.59196 -0.6 -0.7 -0.1 0.31
O -0.96866 0.88867 2.81079 1.3 -1.3 -0.4 -0.33
S 0.10368 0.06309 3.68488 1.4 0.2 6.3 0.72
O -0.34820 -1.08522 4.49551 -0.2 0.9 -3.3 -0.29
O 0.60287 1.01719 4.71652 -0.5 -0.4 -3.5 -0.28
H 5.62287 -2.39537 1.79668 -1.5 0.4 1.4 0.07
H 2.23476 -1.13346 4.42452 0.0 -0.6 -1.4 0.12
H 1.53882 -2.49723 3.50224 1.1 1.2 -0.6 0.12
H 1.65859 1.66376 1.91363 1.2 -1.1 0.1 0.09
H 2.74711 2.30297 3.79399 0.5 -1.4 -0.5 0.12
H 3.28878 0.67676 4.32148 -0.3 0.6 -1.5 0.11
H 5.14287 2.18315 4.16455 -0.6 -0.5 -1.3 0.08
H 4.90455 2.66288 2.44726 -0.3 -1.3 0.6 0.06
H 5.47600 0.92125 2.93042 -1.1 1.1 -0.1 0.05
H 0.96632 -0.15323 0.41439 -0.3 -1.3 0.7 0.05
H 2.61017 -2.00917 0.50006 -1.6 -0.1 0.1 0.06
H 1.29162 -2.38794 -0.63531 -0.1 0.8 1.6 0.06
H 2.41245 -4.10823 1.31190 -1.3 0.7 -0.1 0.11
H 0.79376 -3.83118 2.05425 0.5 0.7 -1.0 0.07
H 0.26531 -5.60532 0.72563 0.0 1.0 -1.0 0.11
H 0.07634 -4.36980 -0.71145 0.3 -0.5 1.1 0.10
H 1.35904 -6.13704 -1.56657 0.9 0.6 1.0 0.12
H 2.42416 -6.38004 -0.11916 -0.3 1.2 -0.5 0.12
H 2.27420 -3.76656 -1.95145 1.0 -1.0 0.5 0.13
H 3.66792 -4.17326 -0.74305 -0.9 -0.1 -0.8 0.13
H 5.08549 -2.72116 -4.17729 -0.6 -0.5 1.1 0.09
H 3.76561 -2.38486 -2.90928 1.0 -0.8 -0.5 0.09
H 5.32179 -3.17789 -2.36963 -0.9 0.0 -1.2 0.09
H -1.00395 -2.55030 -0.50431 -0.2 1.7 -0.1 0.05
H -3.49244 -0.60354 -0.30752 0.9 -0.9 -0.3 0.04
H -2.80221 -3.70509 -0.48280 -1.1 1.1 -0.2 0.07
H -4.11794 -2.88059 0.46936 0.4 -0.2 -1.2 0.06
H -4.33017 -3.10375 -1.38466 0.9 0.3 1.3 0.03
H -3.68706 -0.78508 1.73999 1.1 0.6 0.3 0.11
H -3.47123 2.19393 2.79285 -0.4 -0.9 -0.9 0.05
H -4.82745 1.03117 3.01462 1.2 0.3 -1.0 0.10
H -4.49640 1.54720 1.32274 1.0 0.0 0.9 0.08
H -2.77300 2.66602 -1.06407 0.0 -0.7 0.3 0.07
C -6.15215 0.95452 -6.50216 -0.1 0.0 0.1 -0.27
S -4.47880 0.71583 -7.13243 0.0 -0.1 0.1 0.80
O -3.84594 -0.36257 -6.32101 -0.1 0.2 0.0 -0.60
C -3.82825 2.29020 -6.53888 0.0 0.1 0.1 -0.27
H -6.73557 0.06232 -6.72916 0.1 0.0 0.0 0.05
H -6.12549 1.10515 -5.42168 0.1 0.0 0.0 0.06
H -6.60628 1.81744 -6.99175 0.1 0.0 0.0 0.05
H -3.94648 2.35758 -5.45601 0.0 -0.1 0.0 0.05
H -4.35672 3.11056 -7.02706 0.0 -0.1 0.0 0.05
H -2.76918 2.34184 -6.79142 -0.1 -0.1 0.0 0.05
C 0.96446 7.27355 0.77421 0.1 0.0 0.0 -0.27
S -0.82812 7.47598 0.76597 0.0 0.0 -0.1 0.75
O -1.25343 7.63603 -0.65374 0.1 0.0 0.3 -0.56
C -0.83542 9.11460 1.52048 0.0 0.1 0.0 -0.27
H 1.20475 6.31863 0.30649 -0.1 0.0 0.0 0.05
H 1.43339 8.08171 0.21061 -0.1 0.0 0.0 0.06
H 1.32638 7.27288 1.80363 -0.1 0.0 0.0 0.05
H -0.25460 9.80828 0.91038 0.0 -0.1 0.0 0.06
H -0.41543 9.05498 2.52582 0.0 -0.1 0.0 0.05
H -1.86707 9.46120 1.58001 0.0 -0.1 0.0 0.05
```
Forces are in eV/Å.

Summary:
- LUMO level (eV) = -0.4065
- charge = 0
- E (Ha) = -7182.3291



Record 2
Computed, not measured: a molecular structure, C3H2N4O in a non-equilibrium geometry, with wB97M-V/def2-TZVPD.

```
10
Properties=species:S:1:pos:R:3:forces:R:3:nbo_charge:R:1
C 1.74497 -0.60745 0.13372 -0.3 -1.5 0.0 0.39
C 0.30620 -0.18554 0.24253 0.3 1.1 -0.2 0.06
C -1.01984 -0.47572 0.77339 1.1 1.2 0.4 0.07
N -1.95973 -1.02153 -0.17727 -0.1 0.4 -0.7 -0.13
N -0.10793 1.03152 -0.12933 -0.5 0.0 -0.8 -0.33
N -1.40974 0.93315 0.27659 -0.2 -1.2 1.4 -0.16
N -2.21840 0.09634 -0.65983 -0.8 -1.0 -0.5 0.00
O 2.57182 -0.10595 -0.59765 -1.1 -0.1 0.9 -0.47
H 1.93929 -1.51055 0.77964 0.3 0.7 -0.4 0.14
H 0.15335 1.84572 -0.64179 1.1 0.4 0.0 0.43
```
Forces are in eV/Å.

Summary:
- LUMO level (spin up / spin down) (eV) = -1.4701 / -1.4707
- charge = 0
- ΔE to the lowest compared entry with this formula, charge and spin (kcal per mole) = 120.3
- E (Ha) = -409.5364



Record 3
Computed, not measured: a molecular structure, C33H72Br3F8O18P4Tl in a non-equilibrium geometry, with wB97M-V/def2-TZVPD.

```
139
Properties=species:S:1:pos:R:3:forces:R:3:lowdin_charge:R:1
Tl -1.59417 0.53313 -3.48072 0.0 -0.3 0.7 1.06
C 1.72332 0.28981 0.79110 -0.3 -0.7 0.5 -0.04
C 1.41076 0.43279 -0.67416 0.5 -0.8 -0.3 -0.53
C 2.39274 -0.40183 -1.52552 -0.6 1.5 -0.4 -0.02
O 0.09840 0.36104 -1.06722 0.6 0.3 0.4 -0.05
H 1.56060 -0.74843 1.08034 -0.2 0.0 0.4 0.08
H 1.14100 0.98925 1.39091 0.1 -0.2 0.1 0.08
H 2.79138 0.47958 0.89761 0.0 0.1 0.2 0.08
H 1.76902 1.45796 -0.76780 -0.6 0.9 -1.0 0.17
H 2.45122 -1.45078 -1.23505 0.0 0.1 -0.2 0.09
H 3.33492 0.14345 -1.47014 0.4 -0.6 0.2 0.02
H 2.08978 -0.20274 -2.55347 -0.1 -0.7 -0.2 0.06
C 5.60102 2.55617 -4.05362 -0.2 -0.5 0.2 -0.07
C 4.34221 3.19684 -4.51857 -0.7 0.3 -1.3 -0.28
O 3.13473 2.47354 -4.12752 -1.5 -0.2 -1.0 -0.20
P 2.10184 1.93423 -5.31919 2.8 2.7 0.8 0.50
O 0.80823 1.48406 -4.77252 0.3 -0.5 -0.2 -0.40
O 2.04795 3.27282 -6.25912 1.1 -1.9 1.5 -0.23
C 1.25007 3.41432 -7.43661 -2.9 -0.1 2.7 -0.17
C -0.25397 3.84054 -6.91202 1.5 0.6 -2.3 -0.05
O 3.06856 0.89345 -6.08188 -1.2 -0.6 0.3 -0.19
C 2.87685 -0.56732 -5.85593 -1.6 -0.1 -1.2 -0.19
C 1.94444 -1.10433 -7.00272 1.5 0.9 0.4 -0.05
H 5.74757 1.67811 -4.68261 0.6 0.0 0.1 0.08
H 6.37976 3.31280 -4.14942 0.3 -0.4 -0.2 0.09
H 5.55591 2.22821 -3.01510 -0.1 0.1 0.0 0.02
H 4.33561 4.25766 -4.26816 -0.8 -0.1 0.7 0.12
H 4.31840 3.21241 -5.60820 0.4 0.0 -0.1 0.10
H 1.70586 4.22884 -7.99955 -0.2 -0.4 -0.3 0.12
H 1.17694 2.42911 -7.89718 0.2 0.4 -0.7 0.11
H -0.27748 4.88875 -6.61405 0.4 -0.1 0.3 0.07
H -0.78659 3.85067 -7.86297 -0.6 -0.1 0.1 0.06
H -0.81634 3.26152 -6.17950 0.7 -0.5 -0.1 0.05
H 3.83818 -1.07829 -5.80259 0.0 0.5 0.0 0.12
H 2.26926 -0.70771 -4.96194 0.6 0.1 0.4 0.08
H 2.39681 -0.90739 -7.97467 0.0 0.2 0.0 0.08
H 1.79928 -2.18449 -6.98620 -0.3 0.1 0.5 0.07
H 1.05064 -0.49298 -6.87833 -0.4 -0.5 -0.3 0.06
C 0.02626 4.08916 4.72155 0.1 -2.2 -1.0 -0.06
C -0.54381 2.70770 4.15026 -0.1 1.5 1.0 -0.22
O -1.37152 2.00836 5.14030 -0.5 0.2 0.2 -0.23
P -2.54642 2.64391 6.09988 -0.3 -1.7 -1.9 0.49
O -2.02479 3.65737 6.99680 -0.1 1.0 0.2 -0.22
O -3.73490 2.97867 5.00013 1.4 -1.4 1.9 -0.21
C -3.88724 4.26991 4.41790 -1.5 0.4 1.4 -0.24
C -4.49046 5.20889 5.49426 0.8 0.1 0.4 -0.06
O -3.16826 1.36705 6.89062 0.6 2.1 -2.4 -0.19
C -2.34791 0.63329 7.78371 -0.9 0.4 1.9 -0.28
C -3.37200 0.07394 8.80149 1.8 -1.6 -0.9 -0.06
H 0.90591 4.39289 4.15405 0.0 -0.2 -0.3 0.06
H -0.68054 4.91505 4.64136 -0.1 -0.3 0.7 0.06
H 0.39996 3.78637 5.69969 -0.4 0.8 0.3 0.08
H -1.09371 2.86164 3.22181 -0.4 0.0 0.1 0.09
H 0.25913 2.01458 3.89931 0.0 0.0 0.4 0.10
H -2.92227 4.54360 3.99124 -0.3 0.6 -0.2 0.10
H -4.70596 4.12709 3.71263 0.7 0.0 -0.7 0.09
H -5.51154 4.98352 5.80199 -0.2 -0.3 -0.7 0.08
H -3.94433 5.05987 6.42573 0.4 0.3 -0.1 0.05
H -4.44812 6.26798 5.24004 0.1 0.0 -0.2 0.08
H -1.80798 -0.11911 7.20885 -0.2 -0.3 0.3 0.12
H -1.63607 1.20482 8.37931 0.2 0.7 -0.6 0.11
H -2.74564 -0.49062 9.49217 -0.2 -0.4 0.2 0.07
H -3.98566 0.71504 9.43436 0.1 0.4 -0.8 0.08
H -3.88552 -0.63486 8.15188 -0.9 -0.1 0.8 0.08
C 0.97802 -4.53603 -4.21830 0.2 -1.2 -2.4 -0.07
C -0.47237 -4.90796 -4.01615 1.1 0.5 0.0 -0.29
O -0.65188 -4.78981 -2.62350 -2.1 1.3 2.3 -0.19
P -1.78560 -3.78726 -2.00029 -1.9 -2.8 -0.1 0.54
O -1.71410 -2.37929 -2.38922 0.3 0.6 -0.5 -0.32
O -3.19288 -4.54562 -2.47169 2.1 0.0 2.7 -0.19
C -3.92772 -4.36132 -3.64845 -1.3 0.5 -1.0 -0.28
C -5.34933 -5.03724 -3.68992 1.6 -0.1 0.0 -0.05
O -1.72690 -4.05018 -0.38032 -0.3 0.7 -2.9 -0.17
C -0.48536 -3.55899 0.17123 1.8 -2.6 -0.1 -0.26
C 0.16661 -4.80275 0.81627 -0.4 0.3 1.2 -0.06
H 1.08218 -3.47031 -4.42199 0.3 -0.1 0.5 0.07
H 1.75916 -5.00266 -3.61815 -0.5 0.4 0.8 0.09
H 1.17974 -5.05513 -5.15529 0.4 0.4 -0.7 0.08
H -1.03659 -4.21393 -4.63912 -0.5 0.2 0.4 0.11
H -0.75695 -5.90346 -4.35685 0.2 -0.2 0.3 0.13
H -4.05713 -3.28212 -3.73019 0.0 0.1 -0.6 0.10
H -3.35415 -4.77314 -4.47882 0.0 0.2 -0.2 0.10
H -5.96022 -4.74864 -2.83457 0.0 -0.2 -0.2 0.07
H -5.82856 -4.82821 -4.64634 0.0 0.8 0.1 0.08
H -5.23751 -6.11423 -3.81525 0.1 -0.2 0.8 0.07
H 0.25046 -3.32991 -0.59961 -0.4 1.1 -0.2 0.10
H -0.65239 -2.79462 0.93014 -0.1 0.0 -0.5 0.10
H 0.63031 -5.62583 0.27256 -0.5 0.4 -1.1 0.08
H 0.99946 -4.49679 1.44938 -0.3 0.2 0.5 0.07
H -0.66477 -5.23393 1.37394 0.4 -0.3 0.6 0.08
C -6.05325 -1.92624 -1.80175 -0.2 0.1 1.8 -0.08
C -6.40069 -0.47661 -1.53684 1.9 -0.1 -1.8 -0.26
O -5.91881 -0.01481 -0.24229 0.7 0.3 0.0 -0.18
P -4.35227 0.37338 0.10067 -1.9 0.5 -0.7 0.51
O -3.50511 0.52757 -1.10544 -0.1 0.5 0.2 -0.35
O -4.54196 1.71753 1.04617 0.5 -2.7 -0.6 -0.19
C -4.92846 2.95259 0.43374 0.1 0.5 -0.8 -0.28
C -6.20656 3.48906 1.02500 -0.3 -0.2 -0.3 -0.06
O -3.88100 -0.85100 0.99077 0.0 1.2 -0.1 -0.14
C -2.55645 -0.92393 1.54737 1.0 -0.2 1.9 -0.25
C -2.36398 -0.01079 2.76426 -1.5 0.5 -0.1 -0.06
H -4.99455 -2.10598 -1.61483 0.1 0.0 -0.3 0.07
H -6.59291 -2.40441 -0.98430 0.0 -1.0 -0.4 0.09
H -6.34670 -2.25006 -2.80031 -0.1 0.0 0.2 0.08
H -5.88070 0.02050 -2.35574 0.1 0.9 0.3 0.10
H -7.45609 -0.34445 -1.77511 -0.1 0.5 1.3 0.12
H -4.10026 3.64665 0.57677 0.1 0.0 0.1 0.12
H -5.03023 2.79419 -0.63988 0.0 0.1 -0.1 0.11
H -6.54066 4.42661 0.58062 0.7 0.3 0.0 0.08
H -7.03369 2.84471 0.72706 0.0 -0.4 0.7 0.08
H -6.06052 3.62540 2.09653 -0.5 -0.2 0.0 0.06
H -2.43399 -1.96997 1.82828 -0.3 0.0 0.1 0.11
H -1.67440 -0.69393 0.94972 -0.7 0.1 -1.3 0.10
H -3.27889 0.08499 3.34897 -0.1 -0.6 0.2 0.09
H -1.57255 -0.30405 3.45400 0.2 0.0 -0.4 0.09
H -2.28648 1.02256 2.42621 0.7 0.0 -0.1 0.06
C 6.34378 -0.82838 3.76142 2.1 0.6 0.6 -0.12
C 5.66615 0.04819 4.80306 -0.2 -1.4 1.7 -0.42
C 4.90196 -0.80063 5.86272 0.2 0.4 1.0 -0.34
F 3.81729 -1.39904 5.38835 -1.3 0.2 -1.0 0.12
F 5.65438 -1.80511 6.30155 1.7 -1.0 0.2 0.10
F 6.64619 0.69691 5.52400 -0.3 -0.3 -0.7 0.10
F 4.79488 0.96705 4.37057 0.1 0.2 -0.8 0.14
O 5.44700 -1.50933 2.94885 0.0 -1.8 -2.2 0.04
C 6.05617 -2.47920 2.08234 0.7 1.0 1.7 -0.47
C 5.12497 -2.84746 0.96830 -3.1 -0.3 -0.7 -0.28
F 5.67224 -3.57790 -0.03373 0.1 0.2 1.0 0.11
F 3.97555 -3.47899 1.39663 0.8 -0.3 0.1 0.07
F 7.02899 -1.91462 1.34519 1.1 0.6 0.3 0.08
F 6.65447 -3.46728 2.80936 -0.9 0.6 -0.7 0.16
H 7.04802 -1.51087 4.23719 -0.6 -0.4 0.9 0.15
H 7.12505 -0.23489 3.28656 -0.8 0.6 -0.9 0.06
H 4.66651 -0.25266 6.77507 -0.3 0.8 -0.3 0.17
H 4.73939 -1.91109 0.56501 0.5 0.2 -0.2 0.13
C 7.83658 0.90780 -0.43854 0.0 0.4 0.2 -1.56
Br 5.89696 0.83088 -0.49788 0.0 -0.4 0.1 0.62
Br 8.68557 -0.49044 -1.50929 -0.5 0.9 0.5 0.60
Br 8.50319 0.97896 1.37812 0.1 -0.1 -0.3 0.66
H 7.99310 1.93712 -0.76119 0.5 -0.6 -0.6 -0.03
```
Forces are in eV/Å.

Summary:
- LUMO level (spin up / spin down) (eV) = -2.4994 / -4.4085
- spin multiplicity = 2
- charge = +1
- E (Ha) = -12713.7820